No. 1
Entry from the OMol25 dataset: a molecular structure, C4H13F2N3O4S3 (wB97M-V/def2-TZVPD).

Its multiplicity is 1. For the total energy, the calculation gives -54957.9388 eV.

CARTESIAN COORDINATES (ANGSTROEM)
N  4.224  -1.818  -0.983
C  3.691  -0.773  -1.866
C  2.605  0.076  -1.189
C  1.194  -0.412  -1.528
C  0.157  0.230  -0.628
N  -1.213  -0.369  -0.921
S  -1.578  -1.895  -0.062
H  3.720  -1.868  -0.105
H  4.186  -2.738  -1.405
H  4.505  -0.127  -2.210
H  3.263  -1.233  -2.767
H  2.753  0.047  -0.102
H  2.716  1.124  -1.484
H  0.983  -0.173  -2.580
H  1.155  -1.505  -1.429
H  0.347  0.083  0.426
H  0.061  1.304  -0.809
H  -1.961  0.293  -0.690
H  -1.238  -0.544  -1.927
H  -1.693  -2.562  -1.227
N  -3.728  0.942  2.641
S  -2.263  0.428  2.803
O  -1.546  0.815  3.969
O  -1.524  0.443  1.557
F  -2.619  -1.100  2.994
S  -4.036  2.469  2.334
O  -5.438  2.669  2.441
O  -3.329  2.961  1.191
F  -3.393  3.235  3.556

natural (NBO) population analysis, charges in e, atoms 1 to 6: -0.84 -0.21 -0.40 -0.43 -0.22 -0.63



No. 2
Entry from the OMol25 dataset: 2 unconnected molecules or ions with the total composition C4H13N2 (wB97M-V/def2-TZVPD).

As for the charge: +1. Its multiplicity is 1. Its energy above the lowest of the compared OMol25 structures with the same formula, charge and spin is 221.6 kcal/mol. For the total energy, the calculation gives -7323.8783 eV.

CARTESIAN COORDINATES (ANGSTROEM)
C  -2.337  -0.017  1.393
N  -2.413  0.570  0.053
C  -0.875  -0.345  1.650
N  -0.015  -0.939  0.576
C  2.177  -0.192  -1.942
C  2.043  0.912  -0.909
H  -3.024  -0.899  1.486
H  -2.636  0.764  2.129
H  -3.359  0.707  -0.307
H  -1.786  -0.153  -0.592
H  -0.562  -0.581  2.676
H  -0.180  0.444  1.223
H  3.006  0.060  -2.662
H  0.002  -1.974  0.638
H  1.351  -0.799  -2.449
H  2.379  -1.214  -1.475
H  1.703  1.878  -1.196
H  3.005  1.029  -0.418
H  1.522  0.748  0.126

natural (NBO) population analysis, charges in e, atoms 1 to 6: -0.24 -0.69 -0.32 -0.14 -0.66 -0.59



No. 3
Entry from the OMol25 dataset: 2 unconnected molecules or ions with the total composition C4H13N2 (wB97M-V/def2-TZVPD).

As for the charge: +1. Its multiplicity is 1. Its energy above the lowest of the compared OMol25 structures with the same formula, charge and spin is 120.6 kcal/mol. For the total energy, the calculation gives -7328.2579 eV.

CARTESIAN COORDINATES (ANGSTROEM)
C  -0.150  1.630  -1.832
C  -0.765  0.528  -0.878
C  0.138  -0.646  -0.523
C  1.174  -0.775  0.642
N  1.827  0.284  1.373
N  -1.741  -1.014  1.522
H  0.881  1.798  -1.539
H  -0.806  2.483  -1.813
H  -0.139  1.182  -2.820
H  -1.738  0.207  -1.215
H  -0.995  1.034  0.036
H  0.262  -1.288  -1.306
H  0.740  -1.451  1.349
H  1.923  -1.330  0.130
H  1.457  1.126  1.466
H  -2.176  -1.502  0.759
H  2.778  0.283  1.084
H  -0.796  -0.962  1.215
H  -1.876  -1.588  2.350

natural (NBO) population analysis, charges in e, atoms 1 to 6: -0.54 -0.56 0.48 -0.35 -0.79 -1.03



No. 4
Entry from the OMol25 dataset: 3 unconnected molecules or ions with the total composition C4H13N2 (wB97M-V/def2-TZVPD).

As for the charge: +1. Its multiplicity is 1. Its energy above the lowest of the compared OMol25 structures with the same formula, charge and spin is 194.3 kcal/mol. For the total energy, the calculation gives -7325.0626 eV.

CARTESIAN COORDINATES (ANGSTROEM)
C  -3.346  -0.297  -0.120
N  2.072  -1.298  0.042
C  3.049  -0.344  -0.485
C  -2.253  -0.972  0.220
N  -0.162  0.592  0.875
C  -0.325  1.499  -0.225
H  -3.279  0.708  -0.540
H  -4.334  -0.738  0.015
H  2.527  -1.923  0.700
H  3.671  -0.743  -1.278
H  2.486  0.512  -0.858
H  3.698  0.084  0.285
H  -1.962  -1.969  -0.108
H  -1.444  -0.459  0.814
H  1.375  -0.845  0.617
H  -0.842  0.862  1.606
H  0.684  1.682  -0.618
H  -0.944  1.165  -1.059
H  -0.670  2.481  0.118

natural (NBO) population analysis, charges in e, atoms 1 to 6: -0.28 -0.80 -0.41 -0.19 -0.24 -0.53



No. 5
Entry from the OMol25 dataset: a gas-phase ion, C4H13N2 (charge +1) (wB97M-V/def2-TZVPD).

As for the charge: +1. Its multiplicity is 1. The structure (SMILES) is CC[NH2+]CCN. Its energy above the lowest of the compared OMol25 structures with the same formula, charge and spin is 17.3 kcal/mol. For the total energy, the calculation gives -7332.7363 eV.

CARTESIAN COORDINATES (ANGSTROEM)
C  0.475  2.043  -1.694
C  -0.397  1.522  -0.583
N  -0.434  0.001  -0.527
C  0.783  -0.610  0.002
C  0.503  -1.197  1.383
N  -0.854  -1.702  1.474
H  1.487  1.652  -1.685
H  0.495  3.120  -1.631
H  0.059  1.853  -2.682
H  -1.408  1.921  -0.547
H  0.034  1.781  0.378
H  -1.177  -0.253  0.147
H  -0.734  -0.409  -1.409
H  1.173  -1.278  -0.774
H  1.584  0.114  0.028
H  1.298  -1.900  1.649
H  0.601  -0.378  2.101
H  -0.941  -2.627  1.062
H  -1.129  -1.815  2.443

natural (NBO) population analysis, charges in e, atoms 1 to 6: -0.65 -0.21 -0.52 -0.25 -0.25 -0.86



No. 6
Entry from the OMol25 dataset: 2 unconnected molecules or ions with the total composition C4H13N2 (wB97M-V/def2-TZVPD).

As for the charge: +1. Its multiplicity is 1. Its energy above the lowest of the compared OMol25 structures with the same formula, charge and spin is 12.6 kcal/mol. For the total energy, the calculation gives -7332.9394 eV.

CARTESIAN COORDINATES (ANGSTROEM)
C  0.301  -1.019  1.086
C  0.858  0.372  0.755
C  2.301  0.527  1.222
H  0.646  -1.768  0.369
H  -0.795  -0.971  1.067
H  0.576  -1.360  2.080
H  0.250  1.142  1.247
H  0.811  0.578  -0.322
H  2.653  1.535  0.997
H  2.365  0.376  2.298
H  2.955  -0.186  0.721
N  -1.105  -0.896  -1.796
C  -1.903  0.145  -1.780
N  -1.950  1.015  -0.801
H  -0.364  -0.972  -1.103
H  -0.984  -1.375  -2.666
H  -2.575  0.273  -2.619
H  -2.726  1.664  -0.741
H  -1.312  0.921  -0.013

natural (NBO) population analysis, charges in e, atoms 1 to 6: -0.63 -0.41 -0.60 0.20 0.19 0.25



no.,HOMO level (eV)
1,-9.52
2,-14.08
3,-14.22
4,-12.46
5,-14.45
6,-15.42